Here is a structure of composition C43H40BrF4N4O4SSbSc in a non-equilibrium geometry from the Open Molecules 2025 dataset. Energies are from the ωB97M-V functional and the def2-TZVPD basis.

The value obtained for the strongest force on any atom is 1.183 eV/Å. For the HOMO energy, the calculation gives -9.94 eV. As for the HOMO-LUMO gap: 6.829 eV. The energy comes out at -178371.4189 eV. Its energy above the lowest of the compared OMol25 structures with the same formula, charge and spin is 130.9 kJ/mol. The value obtained for the LUMO energy is -3.108 eV. The total charge is +1.

The geometry in XYZ format:
```
99
Properties=species:S:1:pos:R:3:forces:R:3:mulliken_charge:R:1
Sc 0.737221 -1.593282 -1.051518 0.446 1.081 0.178 -0.2791
C -0.818552 1.939703 -4.115742 -0.039 -0.071 0.066 -1.5685
C -0.719229 0.553363 -3.472142 0.104 -0.049 -0.152 -0.6794
N -0.697158 0.474423 -1.999756 0.130 -0.058 0.552 2.0460
C -2.039023 0.404658 -1.399146 -0.152 0.140 -0.029 -0.0744
C -2.988621 1.577256 -1.644677 0.130 -0.079 -0.036 -1.6606
C 0.142869 1.518114 -1.411817 0.110 0.017 -0.030 0.6719
C 1.606429 1.324303 -1.818981 -0.069 -0.088 0.119 -1.8017
N 1.975210 -0.093649 -1.841137 -0.052 0.076 -0.028 1.3454
C 2.848310 -0.524754 -2.795134 0.641 -0.190 -0.352 0.3819
C 3.081625 -1.909461 -2.910237 -0.123 0.090 -0.097 0.1143
F 2.348648 -2.727505 -2.062810 0.293 0.166 -0.318 -0.1058
C 3.926984 -2.519259 -3.802923 0.012 -0.008 0.046 -0.0289
F 4.046066 -3.849591 -3.767257 -0.052 -0.033 -0.031 -0.2886
C 4.638863 -1.770997 -4.715244 -0.037 0.043 0.050 -0.5576
C 4.455249 -0.403426 -4.646430 0.076 -0.215 -0.048 0.1806
F 5.128757 0.379554 -5.491729 0.015 0.083 -0.001 -0.3060
C 3.622193 0.208782 -3.728190 -0.104 0.042 0.189 0.0254
F 3.623358 1.558419 -3.742858 -0.065 0.032 0.062 -0.3451
H -1.016734 1.794885 -5.178258 0.031 0.053 -0.016 0.5176
H 0.110834 2.503276 -4.031853 -0.023 0.001 -0.004 0.2776
H -1.624384 2.547133 -3.708993 -0.013 -0.003 -0.008 0.2546
H 0.189394 0.074711 -3.845368 -0.052 -0.068 0.008 0.1487
H -1.559583 -0.053473 -3.809636 0.014 -0.037 0.014 0.5318
H -1.897467 0.274846 -0.322770 0.017 -0.023 -0.011 0.0612
H -2.516489 -0.503183 -1.777462 0.045 -0.045 0.040 -0.0798
H -2.514570 2.532082 -1.417784 -0.026 0.024 0.024 0.1875
H -3.859191 1.477039 -0.995972 -0.011 -0.014 -0.042 0.5125
H -3.337312 1.597141 -2.676752 -0.025 0.029 0.002 0.3921
H 0.040278 1.453368 -0.331491 -0.028 -0.005 -0.016 -1.3106
H -0.164686 2.525611 -1.716197 -0.012 0.012 0.047 0.6321
H 2.234006 1.873769 -1.108536 0.001 0.097 -0.067 0.3862
H 1.741967 1.782102 -2.791887 0.085 -0.009 -0.066 0.4363
H 5.302720 -2.227559 -5.432844 0.010 0.030 -0.006 0.5338
C 4.643831 -1.071719 3.071990 -0.061 0.057 -0.047 -1.3575
C 3.828213 -2.097119 2.339251 0.029 -0.061 -0.014 0.3900
C 3.730264 -3.417820 2.761237 -0.042 -0.013 -0.031 -0.5818
C 2.977106 -4.326930 2.037069 0.040 -0.005 -0.021 -0.7283
C 2.304991 -3.862100 0.923538 -0.104 0.105 -0.224 -0.2292
Br 1.322018 -5.067648 -0.154013 0.129 -0.137 0.108 -0.1018
N 2.336407 -2.596247 0.519154 -0.212 -0.013 0.230 0.8666
C 3.112946 -1.748174 1.205004 0.144 -0.020 -0.036 -0.7202
H 5.307190 -1.537530 3.797499 0.016 0.000 -0.004 0.4300
H 3.992545 -0.376023 3.606699 0.022 -0.012 0.016 0.2198
H 5.247331 -0.489543 2.374957 0.026 0.002 0.028 0.3598
H 4.255104 -3.747406 3.649661 0.031 0.010 -0.017 0.4498
H 2.923365 -5.369583 2.311677 -0.034 0.007 0.016 0.4890
H 3.159754 -0.738666 0.813870 -0.054 0.015 0.012 0.6583
O -0.760285 -2.749191 -0.199593 -0.803 -0.342 0.389 -0.2720
C -1.801366 -3.249437 -0.655594 -0.115 -0.113 -0.008 -0.4057
C -2.190262 -3.213805 -2.021525 0.350 0.195 -0.333 0.8604
C -3.447308 -3.705282 -2.405976 -0.148 -0.071 0.089 -0.4778
C -3.827982 -3.645573 -3.715273 0.255 0.220 0.058 -0.6218
C -2.968359 -3.115948 -4.696625 -0.172 -0.083 0.034 -0.5047
C -1.731530 -2.653461 -4.351848 0.232 -0.006 0.134 -0.6525
C -1.292089 -2.676667 -3.002036 -0.448 -0.244 -0.059 0.0380
O -0.130721 -2.225937 -2.686401 -0.227 -0.432 -0.683 0.0601
N -5.151371 -4.126549 -4.104286 -0.186 -0.417 -0.127 1.0301
O -5.452601 -4.049148 -5.279861 0.041 0.103 0.197 -0.6164
O -5.854296 -4.606517 -3.234104 0.085 0.184 -0.091 -0.6132
H -2.473673 -3.770382 0.037971 0.034 0.026 0.057 0.3583
H -4.122841 -4.116739 -1.666578 -0.017 -0.012 -0.024 0.5755
H -3.311630 -3.087551 -5.721002 0.008 -0.005 -0.015 0.5466
H -1.049182 -2.251394 -5.088655 -0.035 -0.026 -0.040 0.5813
S 0.324846 -0.499310 1.435432 -0.129 0.273 0.508 -0.6638
Sb -0.541541 1.266014 2.613468 0.101 0.192 -0.056 1.7243
C -1.289657 0.362617 4.379953 0.054 0.205 -0.360 0.6936
C -0.673353 -0.813018 4.790834 0.017 -0.023 -0.010 -0.7390
C -1.123043 -1.450759 5.936371 0.007 -0.016 0.004 -0.6831
C -2.186344 -0.921658 6.655529 -0.014 0.012 0.013 -0.4902
C -2.802915 0.247377 6.234233 -0.027 0.045 -0.012 -0.6611
C -2.354117 0.897932 5.093103 0.030 0.119 -0.004 -0.4298
C -1.981933 2.563620 1.722248 0.271 -0.397 0.242 0.7114
C -3.347146 2.336993 1.850762 0.044 -0.064 -0.003 -0.4591
C -4.242099 3.257863 1.324530 -0.063 0.014 0.014 -0.7368
C -3.772427 4.388195 0.670614 0.033 0.004 0.013 -0.4492
C -2.407143 4.596891 0.524436 -0.008 0.035 -0.031 -0.7856
C -1.505211 3.684905 1.051171 -0.001 -0.012 0.023 -0.5804
C 1.006090 2.661207 3.041317 -0.296 -0.358 -0.115 0.5153
C 0.682789 3.889620 3.606529 0.012 -0.061 0.038 -0.5403
C 1.688301 4.817663 3.832274 -0.044 -0.018 0.007 -0.7221
C 2.997369 4.519192 3.477042 0.034 0.052 0.022 -0.5575
C 3.313103 3.292825 2.910144 0.013 -0.014 -0.014 -0.7219
C 2.314106 2.353499 2.694554 -0.026 -0.011 -0.003 -0.2696
H 0.139675 -1.233549 4.210973 -0.018 -0.027 0.018 0.4355
H -0.645186 -2.366165 6.259871 -0.014 0.011 0.026 0.4242
H -2.537794 -1.419952 7.549243 0.003 -0.018 -0.012 0.3870
H -3.635714 0.657338 6.789834 0.010 -0.009 0.021 0.4045
H -2.828537 1.818243 4.772786 -0.031 -0.012 0.018 0.4414
H -3.707266 1.447095 2.353611 -0.072 0.031 0.020 0.5113
H -5.307323 3.096452 1.426391 0.007 -0.015 0.011 0.4404
H -4.472041 5.111510 0.273314 -0.007 -0.017 -0.015 0.4260
H -2.043253 5.472199 0.002016 -0.006 0.002 0.014 0.4550
H -0.439436 3.850357 0.947956 -0.009 0.058 -0.004 0.3353
H -0.344760 4.121491 3.862607 0.021 0.069 0.025 0.4551
H 1.449378 5.773041 4.280156 0.009 0.006 -0.014 0.4158
H 3.774866 5.253387 3.643313 0.008 -0.020 -0.004 0.3943
H 4.333639 3.070184 2.626925 0.006 0.005 0.027 0.4527
H 2.540525 1.388394 2.253784 0.023 0.023 -0.040 0.2846
```
Positions in Å, forces in eV/Å.